The following is a quantum chemistry calculation of C38H33AsF6N4O6SY as an isolated structure in a non-equilibrium geometry, from OMol25.

Structure (ORCA input):
```
! wB97M-V def2-TZVPD RIJCOSX def2/J DEFGRID3
* xyz -2 2
Y -0.31 -1.54 0.21
O -1.29 -3.43 0.26
C -1.30 -4.70 0.11
C -1.92 -5.55 1.06
C -1.96 -6.91 0.89
C -1.39 -7.52 -0.23
C -0.77 -6.72 -1.16
C -0.69 -5.33 -1.02
C 0.00 -4.57 -2.03
N 0.24 -3.32 -1.99
C 0.90 -2.74 -3.15
C 1.27 -1.28 -2.86
N 1.70 -1.19 -1.49
C 2.87 -0.81 -1.20
C 3.41 -0.76 0.14
C 4.62 -0.10 0.37
C 5.19 -0.04 1.62
C 4.53 -0.69 2.68
C 3.36 -1.38 2.49
C 2.75 -1.45 1.21
O 1.66 -2.10 1.03
H -2.35 -5.07 1.94
H -2.45 -7.52 1.65
H -1.44 -8.59 -0.35
H -0.31 -7.17 -2.04
H 0.32 -5.16 -2.91
H 0.23 -2.77 -4.01
H 1.81 -3.32 -3.39
H 0.38 -0.67 -2.99
H 2.06 -0.95 -3.56
H 3.57 -0.50 -2.01
H 5.11 0.39 -0.47
H 6.11 0.50 1.79
H 4.95 -0.63 3.68
H 2.84 -1.86 3.31
C -2.95 4.85 -3.85
C -2.91 3.91 -2.67
C -2.15 2.75 -2.71
C -2.12 1.87 -1.64
C -2.87 2.14 -0.51
C -3.65 3.29 -0.46
C -3.66 4.17 -1.53
S -2.80 1.08 0.95
O -1.76 1.69 1.76
O -4.15 1.16 1.47
N -2.36 -0.36 0.50
C -3.35 -1.06 -0.33
C -2.84 -1.22 -1.77
O -3.66 -1.32 -2.69
O -1.57 -1.26 -1.88
H -1.98 4.87 -4.36
H -3.19 5.87 -3.53
H -3.70 4.54 -4.58
H -1.57 2.52 -3.60
H -1.54 0.96 -1.70
H -4.25 3.47 0.42
H -4.26 5.07 -1.48
H -4.32 -0.55 -0.33
H -3.50 -2.06 0.07
F -0.36 -0.95 2.56
As -1.02 -2.10 3.82
F -0.14 -3.34 3.01
F -2.39 -2.37 2.81
F -1.60 -3.25 5.01
F -1.83 -0.77 4.59
F 0.40 -1.75 4.79
N 0.53 0.71 0.20
C 0.95 1.83 0.53
C 1.63 2.06 1.84
C 2.79 2.83 1.86
C 3.47 3.01 3.05
C 2.99 2.42 4.21
C 1.84 1.65 4.18
C 1.15 1.46 2.99
C 0.78 2.97 -0.42
C 0.08 4.10 -0.01
C -0.10 5.15 -0.89
C 0.44 5.09 -2.17
C 1.14 3.97 -2.58
C 1.30 2.90 -1.71
H 3.16 3.28 0.95
H 4.38 3.59 3.07
H 3.53 2.55 5.15
H 1.47 1.18 5.08
H 0.25 0.87 2.95
H -0.36 4.12 0.98
H -0.68 6.02 -0.58
H 0.30 5.92 -2.85
H 1.54 3.91 -3.58
H 1.82 2.00 -2.01
*
```

Calculated values
E_LUMO (alpha / beta) in eV: 3.9669 / 3.3147
HOMO (alpha / beta) in hartree: -0.1033 / -0.1032
Relative energy (zero: lowest compared OMol25 entry of this formula, charge and spin) in kcal/mol: 37.3
F_max in eV/A: 1.70
<S²>: 0.76
E_tot in Ha: -5410.237540


The following is a quantum chemistry calculation of a 11-piece molecular cluster, C62H119F3O22 overall in a non-equilibrium geometry, from OMol25.

Structure (ORCA input):
```
! wB97M-V def2-TZVPD RIJCOSX def2/J DEFGRID3
* xyz 0 1
C -2.74 1.88 -5.14
O -3.15 1.41 -3.84
C -3.50 2.46 -3.02
C -2.26 3.20 -2.46
O -1.28 3.66 -3.39
C -1.52 4.95 -3.92
C -0.26 5.41 -4.62
O 0.01 4.58 -5.75
C 1.10 4.95 -6.51
H -2.77 1.00 -5.87
H -1.76 2.34 -5.16
H -3.49 2.62 -5.57
H -4.08 2.15 -2.17
H -3.93 3.25 -3.69
H -1.71 2.49 -1.85
H -2.64 4.04 -1.88
H -1.77 5.64 -3.11
H -2.28 4.96 -4.68
H 0.55 5.26 -3.88
H -0.35 6.40 -4.99
H 1.11 5.99 -6.85
H 1.05 4.27 -7.37
H 2.13 4.69 -6.06
C -4.40 0.12 4.39
O -4.81 0.81 3.24
C -5.39 2.07 3.56
C -6.10 2.72 2.46
O -5.21 2.82 1.34
C -4.93 3.97 0.65
C -3.78 4.88 1.06
O -4.18 5.81 2.04
C -3.37 6.94 2.18
H -3.73 0.66 5.10
H -3.92 -0.74 3.97
H -5.25 -0.32 4.95
H -4.51 2.70 3.84
H -6.02 2.08 4.41
H -6.41 3.75 2.75
H -6.95 2.08 2.20
H -5.83 4.58 0.61
H -4.71 3.70 -0.38
H -3.36 5.35 0.20
H -3.03 4.20 1.52
H -3.33 7.48 1.21
H -2.37 6.66 2.51
H -3.84 7.62 2.97
C 0.25 8.80 -3.14
O -0.99 8.05 -3.11
C -1.61 8.21 -1.84
C -1.04 7.44 -0.70
O -1.09 6.07 -0.99
C -0.40 5.21 -0.07
C 0.99 4.81 -0.56
O 1.81 5.97 -0.77
C 2.67 5.83 -1.86
H 0.16 9.60 -3.79
H 1.07 8.18 -3.47
H 0.49 9.15 -2.10
H -2.63 7.81 -2.01
H -1.60 9.29 -1.60
H -1.60 7.69 0.21
H -0.01 7.66 -0.47
H -0.97 4.27 -0.02
H -0.37 5.62 0.92
H 0.97 4.27 -1.55
H 1.40 4.18 0.24
H 2.11 5.96 -2.81
H 3.17 4.83 -1.88
H 3.36 6.67 -1.81
C -3.95 -4.52 3.96
O -3.43 -3.27 3.50
C -2.15 -2.95 4.00
C -1.29 -2.31 2.95
O -0.82 -3.16 1.84
C 0.47 -3.77 2.12
C 0.76 -4.76 1.02
O 1.92 -5.53 1.40
C 2.37 -6.35 0.35
H -3.46 -5.33 3.48
H -4.95 -4.59 3.47
H -4.00 -4.64 5.02
H -1.69 -3.89 4.33
H -2.13 -2.22 4.83
H -0.36 -1.91 3.43
H -1.77 -1.46 2.51
H 0.48 -4.16 3.11
H 1.23 -2.95 2.06
H 0.93 -4.25 0.07
H -0.09 -5.51 0.92
H 2.30 -5.80 -0.55
H 1.80 -7.30 0.25
H 3.44 -6.62 0.55
C 3.77 -2.10 0.09
O 5.02 -2.65 0.16
C 5.10 -3.95 0.73
C 6.51 -4.28 1.12
O 6.58 -5.50 1.72
C 6.89 -6.44 0.73
C 6.78 -7.84 1.13
O 5.36 -8.11 1.27
C 5.05 -9.34 1.83
H 3.03 -2.78 -0.43
H 3.67 -1.22 -0.49
H 3.39 -1.88 1.07
H 4.71 -4.72 0.03
H 4.43 -3.95 1.65
H 6.86 -3.49 1.79
H 7.12 -4.15 0.18
H 7.91 -6.22 0.35
H 6.14 -6.40 -0.11
H 7.28 -8.25 1.99
H 7.18 -8.51 0.34
H 5.39 -10.12 1.19
H 3.97 -9.43 1.90
H 5.51 -9.45 2.81
C 0.28 -10.98 -5.57
O -0.45 -10.21 -4.59
C -1.39 -9.24 -5.10
C -0.72 -8.03 -5.67
O -0.09 -7.26 -4.60
C -0.98 -6.31 -3.96
C -0.28 -5.64 -2.81
O 1.06 -5.17 -3.25
C 1.03 -4.14 -4.20
H 1.17 -10.48 -5.96
H -0.35 -11.28 -6.41
H 0.64 -11.87 -5.02
H -1.97 -9.01 -4.21
H -2.06 -9.71 -5.84
H -1.41 -7.38 -6.28
H 0.05 -8.42 -6.32
H -1.96 -6.75 -3.61
H -1.22 -5.66 -4.76
H -0.04 -6.25 -1.99
H -0.85 -4.84 -2.39
H 0.95 -4.53 -5.22
H 1.91 -3.52 -4.06
H 0.13 -3.52 -3.95
F 3.90 2.96 -5.16
C 3.20 2.60 -4.06
C 3.78 2.41 -2.83
C 3.04 1.93 -1.78
C 1.71 1.61 -1.88
C 1.12 1.78 -3.11
C 1.84 2.29 -4.21
H 4.78 2.75 -2.64
H 3.57 1.88 -0.82
H 1.18 1.23 -0.96
H 0.06 1.53 -3.24
H 1.47 2.41 -5.20
F -3.02 -4.55 -1.70
C -3.65 -3.37 -1.35
C -3.75 -3.05 -0.03
C -4.24 -1.79 0.34
C -4.48 -0.84 -0.68
C -4.36 -1.24 -1.97
C -3.97 -2.53 -2.37
H -3.39 -3.74 0.71
H -4.27 -1.46 1.36
H -4.73 0.18 -0.29
H -4.43 -0.60 -2.82
H -4.01 -2.83 -3.39
F 4.82 4.04 2.35
C 3.78 4.66 2.87
C 3.17 5.76 2.23
C 2.06 6.36 2.80
C 1.45 5.91 4.01
C 2.10 4.84 4.62
C 3.20 4.18 4.03
H 3.55 6.16 1.31
H 1.66 7.25 2.23
H 0.63 6.46 4.48
H 1.81 4.48 5.64
H 3.68 3.32 4.50
C 1.87 -2.11 5.18
O 0.74 -1.26 5.25
C 0.96 -0.27 6.26
C -0.40 0.14 6.86
O -1.30 0.82 5.95
C -0.93 2.18 5.72
H 2.84 -1.57 5.01
H 1.72 -2.92 4.46
H 1.99 -2.62 6.13
H 1.53 0.58 5.79
H 1.66 -0.69 7.06
H -0.09 0.89 7.66
H -1.02 -0.66 7.22
H 0.13 2.28 5.39
H -0.96 2.66 6.69
H -1.56 2.53 4.94
C 2.38 1.47 2.06
O 1.27 2.33 2.12
C -0.06 1.81 2.24
C -0.73 1.03 1.11
O -0.13 -0.25 0.92
C -0.36 -0.86 -0.33
H 2.47 0.73 1.28
H 2.37 0.79 2.91
H 3.23 2.07 2.06
H -0.76 2.64 2.48
H -0.15 1.12 3.15
H -0.72 1.63 0.16
H -1.76 0.74 1.41
H -1.33 -1.23 -0.25
H 0.35 -1.72 -0.45
H -0.37 -0.11 -1.19
*
```

Calculated values
E_LUMO in eV: 0.5183
HOMO in hartree: -0.3285
F_max in eV/A: 3.36
E_tot in Ha: -4388.047927


The following is a quantum chemistry calculation of a 14-piece molecular cluster, C4H34NO13 overall in a non-equilibrium geometry, from OMol25.

Structure (ORCA input):
```
! wB97M-V def2-TZVPD RIJCOSX def2/J DEFGRID3
* xyz 1 1
C -0.50 -2.80 0.85
C -0.32 -2.04 -0.41
C -1.16 -1.05 -0.71
N -1.16 -0.58 -2.05
C -2.10 0.18 -2.46
H 0.08 -2.34 1.67
H -1.49 -2.59 1.27
H -0.45 -3.88 0.76
H 0.38 -2.41 -1.13
H -2.03 -0.61 -0.17
H -0.29 -0.80 -2.65
H -2.18 0.51 -3.50
H -2.80 0.75 -1.81
H -0.21 0.33 2.92
H 0.03 -0.55 4.12
O -0.30 -0.60 3.21
H 4.68 -0.57 -2.26
H 4.05 -1.34 -1.06
O 4.45 -0.51 -1.32
H -1.77 1.97 1.72
H -0.25 2.44 1.37
O -0.83 1.68 1.49
H 2.07 1.11 0.46
H 0.81 0.55 1.06
O 1.71 0.29 0.82
H -3.40 -1.41 3.45
H -2.25 -0.52 3.71
O -3.02 -0.59 3.11
H -0.87 2.79 -0.49
H -0.46 2.72 -1.96
O -1.02 3.21 -1.35
H 2.65 -2.33 -0.85
H 3.19 -3.19 -2.18
O 2.74 -2.41 -1.82
H 3.02 1.48 -2.67
H 2.97 0.54 -1.48
O 2.38 0.93 -2.21
H -4.92 1.75 -0.62
H -5.07 0.57 0.20
O -4.43 0.93 -0.44
H 1.59 -0.13 -3.66
H 1.71 -1.40 -2.84
O 1.15 -0.97 -3.54
H 2.08 4.09 0.60
H 1.28 4.39 1.80
O 1.62 3.62 1.32
H 3.25 -2.53 1.62
H 2.76 -1.18 1.10
O 2.86 -2.12 0.84
H -3.31 1.54 2.87
H -3.53 1.18 1.33
O -3.40 1.89 1.97
*
```

Calculated values
E_LUMO in eV: -3.2478
HOMO in hartree: -0.4615
Relative energy (zero: lowest compared OMol25 entry of this formula, charge and spin) in kcal/mol: 28.1
F_max in eV/A: 2.03
E_tot in Ha: -1205.430370


The following is a quantum chemistry calculation of C24H46IIrN5OP as an isolated structure in a non-equilibrium geometry, from OMol25.

Structure (ORCA input):
```
! wB97M-V def2-TZVPD RIJCOSX def2/J DEFGRID3
* xyz -2 5
C 1.56 0.33 -5.67
I -0.10 0.89 -4.34
H 1.12 -0.33 -6.42
H 2.36 -0.16 -5.12
H 1.87 1.28 -6.12
C -1.05 4.31 -1.36
C -2.18 3.65 -1.71
N -1.82 2.32 -1.91
C -0.50 2.15 -1.69
N -0.02 3.37 -1.33
H -0.90 5.35 -1.12
H -3.19 3.98 -1.86
C 2.11 -3.44 -2.07
C 1.06 -1.44 -2.16
N 2.18 -2.09 -1.74
H 0.51 -4.50 -3.15
N 0.32 -2.39 -2.78
H 2.86 -4.15 -1.77
Ir 0.58 0.46 -1.71
C 2.18 0.85 -2.61
O 3.17 0.99 -3.23
C 0.95 -3.62 -2.73
C -1.01 -2.29 -3.36
H -1.77 -2.61 -2.63
H -1.04 -2.95 -4.23
H -1.21 -1.26 -3.69
C 3.32 -1.57 -1.02
H 4.24 -1.70 -1.61
H 3.44 -2.13 -0.08
H 3.20 -0.51 -0.78
C 1.32 3.70 -0.90
H 1.72 4.53 -1.49
H 1.98 2.84 -0.99
H 1.30 4.01 0.16
C -2.81 1.33 -2.29
H -2.49 0.32 -2.01
H -2.99 1.37 -3.37
H -3.75 1.56 -1.77
C 0.48 -2.88 1.52
C -0.75 -1.95 1.61
C -1.55 -2.21 0.32
C -1.62 -2.32 2.82
P -0.19 -0.17 1.66
N 0.47 0.25 0.21
C -1.61 0.99 2.09
C -2.04 0.93 3.57
C -1.18 2.44 1.76
C -2.79 0.66 1.18
C 1.20 0.09 2.89
C 0.91 -0.62 4.22
C 2.50 -0.46 2.29
C 1.45 1.58 3.16
H 0.14 -3.88 1.24
H 1.01 -2.98 2.48
H 1.17 -2.53 0.73
H -1.71 -3.29 0.22
H -2.54 -1.73 0.32
H -0.98 -1.86 -0.55
H -1.13 -2.12 3.78
H -2.60 -1.82 2.80
H -1.82 -3.41 2.78
H -1.27 1.33 4.25
H -2.93 1.57 3.69
H -2.33 -0.08 3.89
H -0.59 2.44 0.84
H -2.08 3.05 1.59
H -0.61 2.92 2.56
H -2.47 0.62 0.13
H -3.30 -0.27 1.45
H -3.54 1.46 1.26
H 0.91 -1.71 4.12
H 1.72 -0.36 4.92
H -0.03 -0.30 4.68
H 2.66 -0.04 1.29
H 3.34 -0.14 2.93
H 2.54 -1.55 2.25
H 0.69 2.04 3.80
H 2.40 1.67 3.70
H 1.56 2.15 2.23
*
```

Calculated values
E_LUMO (alpha / beta) in eV: 3.8542 / 4.1452
HOMO (alpha / beta) in hartree: 0.0803 / -0.0706
F_max in eV/A: 5.76
<S²>: 6.01
E_tot in Ha: -2034.216424